(1)
86
Properties=species:S:1:pos:R:3:lowdin_charge:R:1 method="wB97M-V/def2-TZVPD" homo_energy_ha=-0.196 orbital_gap_ev=7.1472 energy_ha=-2819.99669 total_charge=-1
Rb -0.31309 -0.06079 -0.49818 0.752
O -3.58607 -4.44751 5.33977 -0.049
C -2.66892 -3.63108 5.54043 -0.695
O -2.08210 -3.29987 6.58723 -0.051
C -2.15798 -2.91230 4.26505 -0.087
C -2.69422 -3.18526 3.01805 0.043
C -2.19539 -2.52690 1.89943 -0.213
N -1.21641 -1.62284 1.96295 0.110
C -0.70338 -1.35366 3.16566 -0.213
C -1.14265 -1.97105 4.33025 0.043
C 0.37923 -0.32892 3.22609 -0.218
C 1.38467 -0.41296 4.19002 -0.010
C 2.35312 0.57248 4.23914 -0.065
C 2.30098 1.61419 3.32653 -0.074
C 1.27757 1.60855 2.39368 -0.149
N 0.33892 0.66673 2.33900 0.063
C -2.74905 -2.82553 0.54533 -0.220
C -3.17436 -4.11481 0.23066 -0.013
C -3.67288 -4.37030 -1.03424 -0.066
C -3.73375 -3.33567 -1.95223 -0.064
C -3.28830 -2.08502 -1.55368 -0.167
N -2.81031 -1.82482 -0.33879 0.063
H -3.50667 -3.89688 2.95816 0.116
H -0.74079 -1.73359 5.30594 0.115
H 1.40351 -1.24537 4.87904 0.114
H 3.14183 0.52412 4.97981 0.105
H 3.03543 2.40832 3.32664 0.100
H 1.20847 2.39724 1.65026 0.110
H -3.09313 -4.90204 0.96689 0.114
H -3.99913 -5.36751 -1.30207 0.105
H -4.10194 -3.48775 -2.95746 0.101
H -3.30115 -1.25430 -2.25082 0.083
O 0.49031 2.00446 -2.12970 -0.354
C 1.21936 3.05014 -1.89582 -0.394
C 0.80160 4.33297 -2.35013 -0.018
C 1.57012 5.46554 -2.21223 -0.098
C 2.81545 5.39964 -1.58934 -0.120
C 3.22441 4.18258 -1.08428 -0.064
C 2.46583 3.01125 -1.19103 -0.088
C 2.99381 1.78839 -0.56924 -0.307
N 2.48831 0.57033 -0.57848 0.029
C 3.34019 -0.21800 0.15895 -0.152
C 4.38484 0.51770 0.62063 -0.106
N 4.15319 1.79193 0.16050 0.100
H -0.16608 4.39246 -2.82735 0.092
H 1.20310 6.41148 -2.59496 0.098
H 3.44032 6.27673 -1.48566 0.088
H 4.19239 4.15763 -0.59630 0.093
H 3.14946 -1.26723 0.31775 0.103
H 5.23272 0.26845 1.23352 0.103
H 4.73086 2.58965 0.34366 0.128
S -0.57554 -0.84139 -3.70091 -0.056
Sb 0.25658 1.09790 -4.51205 1.225
C 0.24394 0.82754 -6.64478 -0.345
C -0.93606 0.37832 -7.23595 -0.132
C -1.02608 0.23513 -8.61143 -0.093
C 0.06925 0.53314 -9.41450 -0.104
C 1.25055 0.96760 -8.83588 -0.097
C 1.33739 1.11587 -7.45393 -0.117
C 2.29490 1.60230 -4.30478 -0.339
C 3.13894 0.65600 -3.74208 -0.115
C 4.48126 0.95699 -3.55310 -0.081
C 4.97453 2.20006 -3.92545 -0.089
C 4.12870 3.14574 -4.49010 -0.084
C 2.78745 2.84684 -4.68289 -0.120
C -1.10242 2.71277 -4.57239 -0.340
C -1.00049 3.67140 -5.57138 -0.119
C -1.87570 4.75158 -5.58599 -0.088
C -2.86771 4.84904 -4.62188 -0.092
C -2.99300 3.86681 -3.64604 -0.078
C -2.10533 2.80194 -3.61574 -0.122
H -1.78705 0.12548 -6.61194 0.091
H -1.94817 -0.11383 -9.06005 0.098
H 0.00123 0.41924 -10.48940 0.095
H 2.10916 1.19125 -9.45756 0.097
H 2.26753 1.45148 -7.01098 0.086
H 2.74321 -0.29953 -3.41948 0.097
H 5.13510 0.22606 -3.09292 0.104
H 6.01961 2.43759 -3.76738 0.098
H 4.50694 4.12302 -4.76237 0.103
H 2.12909 3.59499 -5.10928 0.104
H -0.24565 3.57892 -6.34470 0.097
H -1.78493 5.51047 -6.35320 0.099
H -3.55201 5.68832 -4.63344 0.098
H -3.77625 3.93991 -2.90205 0.104
H -2.17461 2.04786 -2.84202 0.097

=====

(2)
95
Properties=species:S:1:pos:R:3:mulliken_spin:R:1 method="wB97M-V/def2-TZVPD" homo_energy_ha="-0.338 / -0.338" orbital_gap_ev="8.7435 / 3.3318" multiplicity=2 s_squared=0.75 energy_ha=-4990.45208 total_charge=0
Cl -1.57406 -1.39612 0.85008 0.000
O -0.62226 -2.46145 0.79088 0.000
O -0.96588 -0.20414 1.33253 -0.001
O -2.29479 -1.21350 -0.41817 0.011
O -2.60035 -1.68766 1.80098 0.004
Cl -1.80984 0.75811 6.12750 0.000
C -2.06022 -0.76627 5.18696 0.000
C -3.26852 -1.55773 5.63272 0.000
Cl -4.70789 -0.51259 5.54623 0.000
H -1.11321 -1.30593 5.18207 0.000
H -2.20557 -0.41883 4.16409 0.000
H -3.11076 -1.84305 6.67282 0.000
H -3.42328 -2.42846 4.99556 0.000
Cl 2.08395 0.31249 5.00469 0.000
C 1.41623 0.76733 3.43902 0.000
C 2.12619 2.02347 2.79337 0.000
Cl 1.60193 3.48089 3.69691 0.000
H 0.33111 0.80694 3.53412 0.000
H 1.55210 -0.11529 2.81401 0.000
H 1.78047 2.12020 1.76419 0.000
H 3.21305 1.94667 2.76288 0.000
Cl 0.37338 -2.35819 -5.53505 0.000
C -0.45288 -2.15595 -3.92748 -0.003
C -0.32291 -3.36265 -2.99509 0.000
Cl -0.88114 -4.81671 -3.85766 0.000
H -1.47945 -1.91096 -4.19992 0.001
H -0.10782 -1.23273 -3.46196 0.005
H -0.85560 -3.26649 -2.04900 0.000
H 0.73547 -3.51813 -2.78587 0.000
C -4.81109 1.29464 -0.08926 0.001
O -5.86856 1.53455 0.81750 0.000
H -3.90870 0.96883 0.42807 -0.001
H -5.09981 0.45120 -0.71642 0.000
H -4.50236 2.10318 -0.75187 -0.001
H -5.42274 1.78754 1.62920 0.000
C 1.60650 -0.73475 -0.99708 0.003
O 2.56561 -1.17451 -1.87345 0.000
H 1.50112 0.33299 -1.18922 0.000
H 0.58889 -1.06363 -1.20783 -0.002
H 1.73019 -0.93436 0.06733 0.000
H 3.37026 -1.12270 -1.35245 0.000
C -1.38128 -4.08794 4.21508 0.000
O -0.42914 -4.19177 5.24024 0.000
H -1.50700 -3.06595 3.85759 0.000
H -1.02087 -4.61988 3.33460 0.000
H -2.29739 -4.55593 4.57540 0.000
H -0.28220 -5.14046 5.23772 0.000
C 2.44629 -3.33256 2.86279 0.000
O 3.41391 -2.57531 2.05314 0.000
C 4.03340 -3.31580 0.99473 0.000
C 5.09007 -2.42458 0.43977 0.000
N 4.64785 -1.08173 0.10131 0.000
C 5.67006 -0.18364 -0.48438 0.000
C 4.96758 1.11432 -0.91407 0.000
O 4.20976 1.82731 0.08605 0.000
C 3.60572 3.03446 -0.46896 0.000
H 1.82336 -2.73786 3.53092 0.000
H 2.97866 -4.15372 3.34275 0.000
H 1.66034 -3.67057 2.18742 0.000
H 3.41956 -3.71304 0.18634 0.000
H 4.54789 -4.11640 1.52618 0.000
H 5.57750 -2.90650 -0.40773 0.000
H 5.81762 -2.25723 1.23398 0.000
H 4.28123 -0.60359 0.91192 0.000
H 6.09148 -0.73619 -1.32414 0.000
H 6.44799 0.10904 0.22078 0.000
H 4.26113 0.86631 -1.70624 0.000
H 5.72992 1.72158 -1.40209 0.000
H 3.10730 3.61415 0.30799 0.000
H 2.93396 2.90852 -1.31806 0.000
H 4.45632 3.54810 -0.91703 0.000
C -4.97256 4.14976 -5.61259 0.000
O -4.22943 3.14127 -4.93925 0.000
C -3.09317 2.72349 -5.63049 0.003
C -2.21391 1.79515 -4.76514 0.034
N -1.71015 2.34708 -3.52171 0.735
C -1.22445 1.42210 -2.58003 0.122
C -0.86738 2.22341 -1.25817 0.029
O -1.99688 2.95687 -0.68828 0.002
C -1.60388 3.91410 0.31271 0.000
H -5.09196 3.88754 -6.66382 0.000
H -4.58299 5.16746 -5.58733 0.000
H -5.95198 4.16974 -5.13464 0.000
H -2.46217 3.58122 -5.86336 0.001
H -3.45758 2.28737 -6.56059 0.001
H -1.37609 1.60611 -5.43629 0.015
H -2.75054 0.85965 -4.60712 0.033
H -2.48203 2.77322 -3.02906 -0.008
H -0.26552 0.99505 -2.87356 -0.011
H -1.91545 0.59132 -2.43705 0.015
H -0.11542 2.99077 -1.44208 0.008
H -0.36518 1.53377 -0.57973 0.000
H -1.20968 3.37279 1.17276 0.000
H -2.50207 4.40839 0.68290 0.000
H -0.96730 4.70297 -0.08797 0.000

=====

(3)
12
Properties=species:S:1:pos:R:3:nbo_charge:R:1 method="wB97M-V/def2-TZVPD" homo_energy_ha=-0.377 orbital_gap_ev=9.4829 energy_ha=-265.44553 total_charge=0
N -0.42410 -1.75268 -0.19561 -0.517
C 0.00326 -0.59403 0.08738 0.345
C 0.65402 -0.07733 1.32737 -0.250
C 0.84011 1.23071 1.12974 -0.246
C 0.32944 1.51283 -0.23911 0.099
N -0.13935 0.48513 -0.84379 -0.417
H -1.52914 -1.08594 -2.27392 0.027
H -0.25921 -2.39386 0.58257 0.341
H 0.90347 -0.67892 2.19239 0.228
H 1.27027 1.96067 1.80383 0.227
H 0.34410 2.49124 -0.71451 0.199
H -1.99286 -1.09782 -2.85632 -0.037

=====

(4)
18
Properties=species:S:1:pos:R:3:nbo_charge:R:1 method="wB97M-V/def2-TZVPD" homo_energy_ha=-0.321 orbital_gap_ev=9.5541 energy_ha=-397.43695 smiles="CN(N)O.C=N.O" total_charge=0
C 2.22990 0.38943 0.14222 0.016
N 1.81299 0.32665 1.33048 -0.696
O -1.03491 0.63079 0.94446 -0.660
H -0.10467 0.69550 1.22810 0.492
H 2.51603 0.45431 2.05707 0.356
H 1.01757 -1.58943 1.10778 0.500
H 3.28175 0.38235 -0.15126 0.156
H 1.49937 0.28683 -0.65052 0.194
C -1.96655 1.46837 -1.02674 -0.424
N -0.96777 0.55175 -0.51332 -0.050
N -1.23684 -0.73768 -0.95391 -0.676
O 1.13473 -2.32138 0.42316 -0.981
H 1.01928 -3.18289 0.82612 0.479
H -0.46781 -1.35262 -0.69839 0.382
H -2.11460 -1.10844 -0.58261 0.325
H -1.72986 2.46514 -0.66317 0.206
H -2.98059 1.19868 -0.70728 0.170
H -1.90802 1.44264 -2.11219 0.210